C19H22B2BrF3IN3O10PS | ωB97M-V/def2-TZVPD

Structure (XYZ):
```
63
Properties=species:S:1:pos:R:3:forces:R:3
O 3.351660 -0.080496 -1.608250 -0.42 0.18 0.22
B 2.535088 0.780521 -0.910000 0.44 -0.13 0.00
O 2.842714 1.276699 0.325798 0.03 0.06 -0.52
O 1.367898 1.290619 -1.537392 -0.15 -0.05 0.35
C 0.206085 0.540258 -1.529614 0.21 0.22 -0.38
Br 0.420405 -0.982703 -0.356005 -0.39 -0.31 0.08
C -0.147052 0.134924 -2.985629 -0.15 0.18 0.00
S 0.894750 -1.143318 -3.703688 0.01 -0.07 -0.09
C -0.175489 1.435469 -3.821978 -0.07 -0.03 0.04
B -0.575949 1.172795 -5.350169 0.10 0.17 -0.43
O 0.451375 1.040006 -6.236565 -0.38 -0.23 0.51
O -1.880375 1.160136 -5.796340 0.37 -0.40 0.29
N -1.049158 2.469470 -3.189163 0.39 -0.23 0.35
C -0.921222 2.559728 -1.802702 0.13 0.51 0.05
N -0.784216 3.739542 -1.268714 -0.75 -0.69 -0.21
P -0.490109 4.305746 0.466468 0.73 -0.04 0.18
O 0.659390 3.287218 0.886577 -0.48 0.08 0.13
I -2.414742 3.502031 1.716266 -0.11 0.05 -0.11
N -0.855203 1.428408 -0.962754 0.13 -0.06 -0.53
C -2.157772 0.724123 -0.775671 -0.18 -0.12 0.45
C -3.410711 1.500111 -1.173757 0.01 0.02 -0.34
C -4.644671 0.809095 -0.636106 -0.12 -0.12 0.16
F -4.786748 -0.409685 -1.188288 0.06 -0.02 -0.02
F -5.744382 1.510324 -0.913843 -0.02 0.08 -0.03
F -4.602085 0.628539 0.698126 0.09 0.10 -0.10
H 3.367493 -0.978173 -1.244217 0.12 -0.11 -0.06
H 3.769709 1.098560 0.528407 -0.10 -0.04 0.16
H -1.146434 -0.314589 -3.014174 0.09 0.02 0.17
H 1.971148 -0.373849 -3.909425 0.05 0.06 0.03
H 0.832784 1.862565 -3.832964 -0.09 -0.13 0.04
H 0.207977 0.511530 -7.005934 -0.01 0.31 -0.22
H -2.539864 0.906503 -5.144357 -0.10 0.10 -0.08
H -2.016448 2.432347 -3.489468 0.01 0.32 -0.08
H -0.776463 4.495502 -1.950650 -0.06 -0.01 -0.01
H 0.379167 2.388120 1.149443 0.22 -0.05 -0.05
H -2.207859 0.498635 0.293186 0.02 0.09 -0.15
H -2.161263 -0.235242 -1.300290 0.06 0.15 0.02
H -3.418136 2.530872 -0.815602 0.00 -0.12 0.08
H -3.564371 1.518496 -2.260098 0.07 0.01 0.14
C -1.417412 -0.359192 5.689773 0.01 0.02 0.00
C -0.715054 0.277808 4.756621 -0.01 0.00 0.01
C -1.011566 0.102765 3.315755 0.10 -0.02 0.18
O -0.361726 0.697238 2.473443 -0.11 0.12 -0.19
C -2.113370 -0.816562 2.946779 0.04 0.02 -0.03
C -2.818577 -1.456348 3.875422 0.01 0.02 -0.01
C -2.528341 -1.276620 5.324323 0.00 0.00 -0.01
O -3.171071 -1.856739 6.166269 -0.01 -0.01 0.01
H -1.221463 -0.244783 6.748179 -0.02 -0.01 0.01
H 0.096637 0.952441 4.997939 0.01 0.00 -0.02
H -2.305983 -0.946385 1.890060 0.01 -0.01 -0.02
H -3.627040 -2.133681 3.631266 0.00 0.00 0.02
C 4.245437 -2.465859 2.815961 -0.01 0.01 -0.02
C 3.579314 -2.211716 1.693349 0.01 0.02 -0.02
C 3.487821 -3.222081 0.610373 -0.01 -0.09 0.08
O 2.876148 -2.988521 -0.417486 0.22 0.19 -0.05
C 4.155635 -4.526093 0.822083 -0.02 -0.02 0.02
C 4.824494 -4.782678 1.943313 -0.01 0.01 -0.02
C 4.923113 -3.774082 3.030569 0.00 0.00 -0.01
O 5.525088 -4.002345 4.052955 0.01 0.00 0.01
H 4.327262 -1.748878 3.623108 0.01 -0.02 0.02
H 3.070246 -1.268989 1.521753 -0.02 -0.02 -0.01
H 4.068912 -5.243633 0.016406 -0.01 0.01 -0.01
H 5.324573 -5.725907 2.121323 0.01 0.01 0.02
```
Forces are in eV/Å.

Summary:
Net charge: +1
Energy (Eh): -5614.46377
Molar mass (g mol⁻¹): 800.9

natural (NBO) population analysis, charges in e, atoms 1 to 6: -0.947, 1.308, -0.889, -0.783, 0.436, 0.106